Record 1
The following is a DFT calculation (ωB97M-V with the def2-TZVPD basis set) of a cluster of 2 separate species, C4H12N2 in total in a non-equilibrium geometry.

```
18
C4H12N2 | OMol25 | ωB97M-V with the def2-TZVPD basis set
H -3.123 2.257 -0.013
N -2.262 1.838 0.345
C -2.487 0.582 0.359
N -1.773 -0.392 0.987
H -3.387 0.171 -0.108
H -2.176 -1.278 1.220
H -0.817 -0.251 1.283
C 1.126 -1.420 -0.927
C 1.686 0.030 -0.829
C 1.609 0.666 0.548
H 0.052 -1.457 -0.729
H 1.311 -1.719 -1.956
H 1.625 -2.039 -0.181
H 2.742 -0.093 -1.105
H 1.093 0.658 -1.493
H 2.141 1.617 0.617
H 2.086 -0.003 1.269
H 0.552 0.832 0.713
```

- LUMO energy (eV) = 0.97
- maximum force (eV/Å) = 1.33
- energy relative to the best compared isomer or geometry (same formula, charge and spin) (kcal/mol) = 16.99
- E_HOMO (hartree) = -0.342
- frontier orbital gap (Eh) = 0.37729
- SMILES = [H]/N=C/N.CCC



Record 2
The following is a DFT calculation (ωB97M-V with the def2-TZVPD basis set) of a cluster of 2 separate species, C4H12N2 in total in a non-equilibrium geometry.

```
18
C4H12N2 | OMol25 | ωB97M-V with the def2-TZVPD basis set
C -2.258 -1.440 0.310
C -1.752 -1.275 -1.111
N -0.937 -0.099 -1.303
H -2.463 -0.455 0.740
H -3.163 -2.025 0.449
H -1.544 -1.946 0.962
H -1.277 -2.161 -1.536
H -2.613 -1.045 -1.773
H -1.017 0.560 -0.518
H 0.041 -0.279 -1.563
C 1.556 1.151 1.481
C 2.864 1.579 -0.375
N 2.093 2.085 0.499
H 0.486 0.938 1.343
H 1.737 1.507 2.493
H 1.992 0.134 1.404
H 3.235 2.275 -1.109
H 3.021 0.496 -0.395
```

- LUMO energy (spin up / spin down) (eV) = -3.61 / -8.99
- expectation value of S² = 0.754
- maximum force (eV/Å) = 3.04
- multiplicity = 2
- energy relative to the best compared isomer or geometry (same formula, charge and spin) (kcal/mol) = 47.10
- E_HOMO (spin up / spin down) (hartree) = -0.482 / -0.482
- charge = +1
- frontier orbital gap (spin up / spin down) (Eh) = 0.34943 / 0.15145



Record 3
The following is a DFT calculation (ωB97M-V with the def2-TZVPD basis set) of the ion C4H12N2 with charge +2 in a non-equilibrium geometry.

```
18
C4H12N2 | OMol25 | ωB97M-V with the def2-TZVPD basis set
N -0.930 -0.553 -2.848
C -0.953 0.056 -1.457
C -0.660 -0.604 -0.356
C -0.407 0.117 0.967
C 1.089 0.492 1.002
N 1.530 0.439 2.508
H -1.791 -0.284 -3.326
H -0.188 -0.083 -3.365
H -0.852 -1.564 -2.781
H -1.094 1.122 -1.586
H -0.559 -1.682 -0.249
H -0.872 -0.332 1.842
H -0.979 1.053 0.933
H 1.748 -0.220 0.524
H 1.253 1.525 0.733
H 0.808 0.719 3.184
H 1.506 -0.551 2.801
H 2.464 0.773 2.756
```

- LUMO energy (eV) = -6.74
- maximum force (eV/Å) = 2.67
- energy relative to the best compared isomer or geometry (same formula, charge and spin) (kcal/mol) = 12.38
- E_HOMO (hartree) = -0.701
- charge = +2
- frontier orbital gap (Eh) = 0.45361
- SMILES = [NH3+]/C=C/CC[NH3+]